[1]
A 8-piece molecular cluster, C4H23NO8S overall in a non-equilibrium geometry. Source: the OMol25 dataset; level of theory: the ωB97M-V functional and the def2-TZVPD basis.

Each line ends with the natural charge from an NBO analysis.
Positions of all 37 atoms, in Å:
C 1.748 0.792 2.155  -0.530
C 2.425 1.124 0.776  -0.508
S 3.699 -0.178 0.218  -0.065
C 0.541 -0.029 1.689  0.720
N 0.365 -1.108 2.480  -0.586
C 0.985 -1.527 3.703  -0.428
O -0.051 0.091 0.586  -0.749
H 2.398 0.400 2.858  0.236
H 1.333 1.725 2.696  0.237
H 1.739 1.043 -0.077  0.263
H 2.714 2.180 0.816  0.231
H 2.816 -1.057 -0.328  0.123
H -0.530 -1.734 2.147  0.446
H 1.190 -0.844 4.457  0.207
H 0.410 -2.178 4.297  0.226
H 1.856 -1.902 3.264  0.216
H -0.024 2.319 -1.796  0.471
H -0.245 0.787 -2.362  0.488
O 0.198 1.639 -2.432  -0.968
H -0.791 1.445 0.308  0.492
H -0.400 2.886 -0.039  0.463
O -1.154 2.288 0.060  -0.990
H -3.365 -2.255 1.072  0.484
H -2.767 -0.849 0.904  0.483
O -2.660 -1.634 1.396  -0.959
H -3.888 1.633 -1.759  0.481
H -3.077 2.054 -0.457  0.506
O -3.700 1.412 -0.826  -0.989
H -1.168 -0.939 -3.331  0.505
H -0.708 -1.361 -4.865  0.495
O -0.772 -0.719 -4.139  -0.986
H 0.944 -1.123 -3.656  0.479
H 2.115 -0.972 -2.716  0.451
O 1.926 -1.128 -3.684  -0.957
H -0.715 -1.024 -0.830  0.494
H -1.962 -0.243 -1.169  0.491
O -1.423 -1.014 -1.415  -0.976

Calculated values
SMILES = CNC(=O)CCS.O.O.O.O.O.O.O
frontier orbital gap = 9.8 eV
E_LUMO = 0.0100 Ha


[2]
One molecule with the formula C7H7NO in a non-equilibrium geometry. Source: the OMol25 dataset; level of theory: the ωB97M-V functional and the def2-TZVPD basis.

Each line ends with the natural charge from an NBO analysis.
Positions of all 16 atoms, in Å:
C 1.308 0.111 1.583  -0.240
C 0.365 -0.420 0.835  -0.107
C -0.340 -1.618 1.249  -0.232
C -0.936 -2.099 0.065  -0.212
C -0.968 -1.052 -0.857  -0.259
C -0.167 0.053 -0.493  0.125
C 0.380 2.449 -1.115  0.524
H 1.318 -0.457 2.634  0.193
H 1.845 1.060 1.499  0.238
H -0.111 -2.202 2.077  0.212
H -1.514 -3.007 0.013  0.220
H -1.666 -1.035 -1.769  0.204
H -0.710 1.167 -2.255  0.392
H 0.342 3.027 -2.107  0.122
N 0.075 1.135 -1.319  -0.587
O 0.778 2.887 -0.039  -0.592

Calculated values
SMILES = C=C1C=CC=C1NC=O
frontier orbital gap = 7.5 eV
E_LUMO = -0.0113 Ha


[3]
A 11-piece molecular cluster, C10H40ClO14 overall in a non-equilibrium geometry. Source: the OMol25 dataset; level of theory: the ωB97M-V functional and the def2-TZVPD basis.

Each line ends with the natural charge from an NBO analysis.
Positions of all 65 atoms, in Å:
Cl 2.685 -17.435 -8.866  2.543
O 2.368 -18.723 -9.357  -0.892
O 3.177 -16.649 -9.976  -0.886
O 1.527 -16.808 -8.236  -0.871
O 3.790 -17.629 -7.927  -0.894
C 8.809 -13.608 -12.916  -0.246
O 9.446 -13.479 -14.161  -0.730
H 7.778 -13.773 -13.227  0.188
H 9.318 -14.438 -12.426  0.173
H 8.911 -12.645 -12.415  0.159
H 10.167 -12.855 -14.051  0.455
C 2.657 -10.922 -13.225  -0.248
O 1.777 -11.436 -12.322  -0.724
H 2.814 -11.571 -14.086  0.154
H 2.105 -10.013 -13.466  0.182
H 3.510 -10.898 -12.547  0.172
H 2.090 -12.305 -12.058  0.465
C -1.639 -20.419 -4.316  -0.247
O -2.453 -20.139 -5.452  -0.749
H -0.731 -19.822 -4.397  0.171
H -2.113 -20.038 -3.411  0.178
H -1.311 -21.458 -4.331  0.166
H -1.985 -19.943 -6.267  0.482
C 9.224 -13.766 -5.677  -0.244
O 9.362 -13.214 -4.411  -0.728
H 9.816 -14.674 -5.785  0.168
H 8.185 -14.062 -5.820  0.169
H 9.393 -13.041 -6.473  0.162
H 8.516 -13.273 -3.963  0.473
C 4.231 -15.189 -2.573  -0.255
O 5.287 -14.752 -1.721  -0.734
H 4.265 -14.593 -3.485  0.176
H 4.348 -16.259 -2.740  0.185
H 3.218 -15.157 -2.173  0.163
H 4.969 -14.153 -1.041  0.465
C 2.629 -25.267 -10.147  -0.244
O 3.592 -24.352 -10.573  -0.735
H 1.733 -25.142 -10.754  0.154
H 2.811 -26.319 -10.365  0.178
H 2.376 -25.095 -9.100  0.163
H 3.355 -23.435 -10.416  0.483
C -1.810 -21.373 -13.455  -0.234
O -2.876 -22.197 -13.635  -0.717
H -1.022 -22.012 -13.054  0.183
H -1.531 -20.859 -14.375  0.152
H -2.135 -20.599 -12.759  0.159
H -3.512 -21.747 -14.196  0.457
C -3.669 -12.352 -10.163  -0.255
O -4.729 -12.103 -9.234  -0.727
H -3.285 -11.433 -10.606  0.176
H -2.801 -12.715 -9.613  0.174
H -3.972 -13.039 -10.953  0.164
H -4.645 -12.805 -8.585  0.468
C -3.247 -13.812 -4.034  -0.252
O -3.596 -14.651 -5.123  -0.733
H -2.468 -13.178 -4.455  0.163
H -4.084 -13.125 -3.908  0.181
H -2.864 -14.276 -3.125  0.167
H -2.914 -15.301 -5.309  0.473
C 9.255 -21.000 -8.086  -0.257
O 9.303 -19.792 -8.798  -0.706
H 8.596 -20.964 -7.219  0.166
H 9.137 -21.923 -8.653  0.161
H 10.248 -21.061 -7.639  0.168
H 8.385 -19.686 -9.056  0.468

Calculated values
total charge = -1
frontier orbital gap = 8.1 eV
E_LUMO = 0.0797 Ha


[4]
C35H33BBrIN4O5PSn as an isolated structure in a non-equilibrium geometry. Source: the OMol25 dataset; level of theory: the ωB97M-V functional and the def2-TZVPD basis.

Each line ends with the Löwdin charge.
Positions of all 82 atoms, in Å:
Sn -0.206 -0.726 -0.759  1.303
C 4.722 -3.958 3.232  -0.098
O 4.329 -4.707 2.117  -0.084
C 3.069 -4.477 1.585  -0.247
C 2.461 -5.586 0.937  -0.019
C 1.267 -5.464 0.205  -0.038
C 0.706 -4.189 0.018  -0.104
C -0.238 -3.964 -1.115  -0.326
C -0.913 -5.184 -1.698  -0.015
O -0.481 -2.811 -1.556  -0.180
C 1.268 -3.084 0.755  -0.250
O 0.780 -1.808 0.737  -0.307
C 2.415 -3.239 1.576  0.069
H 5.573 -4.454 3.641  0.081
H 4.034 -3.799 4.029  0.087
H 5.015 -2.978 2.896  0.086
H 2.904 -6.565 1.078  0.102
H 0.871 -6.377 -0.224  0.102
H -1.405 -5.795 -0.888  0.109
H -0.173 -5.846 -2.119  0.073
H -1.674 -4.909 -2.442  0.087
H 2.818 -2.418 2.152  0.114
B -2.770 2.408 1.346  -0.559
N -2.382 1.062 1.928  -0.059
C -2.829 0.640 3.200  -0.096
C -2.290 -0.597 3.462  -0.103
C -1.530 -0.926 2.298  -0.203
N -1.600 0.041 1.376  -0.029
N -2.007 2.769 0.114  -0.049
C -1.824 4.166 -0.248  -0.234
C -1.090 4.193 -1.587  -0.168
C -0.981 2.723 -1.839  -0.115
N -1.347 1.941 -0.791  0.047
H -4.015 2.426 1.289  0.060
H -2.371 3.124 2.255  0.069
H -3.379 1.338 3.819  0.106
H -2.386 -1.238 4.323  0.070
H -1.031 -1.881 2.089  0.084
H -2.800 4.745 -0.254  0.150
H -1.562 4.877 -2.361  0.153
H -0.579 2.307 -2.751  0.089
O 1.844 1.595 -2.849  0.018
C 2.225 1.120 -1.790  -0.660
O 1.705 -0.046 -1.315  -0.363
C 3.258 1.670 -0.783  -0.216
P 2.242 1.729 0.848  1.091
C 3.294 1.704 2.251  -0.393
C 2.916 1.024 3.487  -0.075
C 3.773 1.118 4.541  -0.120
C 4.976 1.841 4.424  -0.097
C 5.238 2.596 3.284  -0.103
C 4.453 2.469 2.159  -0.106
C 1.596 3.417 0.660  -0.375
C 1.241 3.809 -0.588  -0.077
C 0.164 4.803 -0.836  -0.169
C -0.792 5.119 0.411  -0.192
C -0.143 4.855 1.689  -0.063
C 0.917 3.984 1.798  -0.095
H 3.711 2.623 -1.086  0.082
H 4.068 0.973 -0.621  0.077
H 2.021 0.396 3.552  0.109
H 3.497 0.797 5.556  0.105
H 5.732 1.773 5.239  0.106
H 6.054 3.303 3.317  0.095
H 4.739 3.036 1.301  0.100
H 1.880 3.464 -1.405  0.085
H 0.488 5.694 -1.370  0.124
H -1.072 6.178 0.250  0.142
H -0.490 5.358 2.602  0.101
H 1.214 3.664 2.841  0.112
Br -6.235 1.179 -4.967  0.711
C -5.959 -0.600 -5.484  -0.748
C -6.912 -1.182 -6.376  -0.130
C -6.764 -2.530 -6.702  -0.111
C -5.690 -3.219 -6.186  -0.117
C -4.686 -2.627 -5.427  -0.158
C -4.842 -1.296 -4.992  -0.715
I -3.387 -0.551 -3.604  0.877
H -7.727 -0.542 -6.774  0.102
H -7.545 -3.053 -7.287  0.112
H -5.568 -4.257 -6.460  0.098
H -3.806 -3.166 -5.133  0.079

Calculated values
total charge = -1
frontier orbital gap = 5.8 eV
E_LUMO = 0.0775 Ha


[5]
C4H20AlB3O2S as an isolated structure in a non-equilibrium geometry. Source: the OMol25 dataset; level of theory: the ωB97M-V functional and the def2-TZVPD basis.

Each line ends with the natural charge from an NBO analysis.
Positions of all 31 atoms, in Å:
Al 3.288 -25.594 -0.154  1.539
B 1.632 -24.221 1.911  -0.714
H 1.353 -23.433 2.683  0.105
H 2.600 -24.768 2.223  0.002
H 0.759 -24.940 1.827  0.025
H 1.871 -23.685 0.916  -0.004
B 0.635 -26.946 -1.206  -0.695
H 1.678 -27.173 -1.641  0.046
H 0.587 -26.357 -0.221  0.063
H 0.045 -26.364 -1.985  0.034
H 0.125 -27.950 -1.040  0.099
B 4.785 -28.159 -0.155  -0.792
H 5.242 -27.268 -0.739  0.052
H 3.849 -28.551 -0.665  0.018
H 5.577 -28.965 -0.304  0.155
H 4.577 -27.849 0.922  -0.003
C 4.404 -22.584 -5.723  -0.408
C 3.367 -21.607 -5.073  -0.417
C 3.115 -22.092 -3.691  -0.641
S 4.694 -22.866 -3.024  2.140
O 4.379 -24.143 -2.392  -0.978
O 5.414 -21.867 -2.307  -0.904
C 5.364 -23.152 -4.699  -0.659
H 4.822 -22.216 -6.660  0.238
H 3.835 -23.423 -6.134  0.211
H 2.485 -21.618 -5.709  0.241
H 3.954 -20.690 -5.128  0.222
H 2.291 -22.766 -3.465  0.253
H 2.995 -21.201 -3.071  0.255
H 5.415 -24.224 -4.885  0.262
H 6.386 -22.787 -4.598  0.256

Calculated values
frontier orbital gap = 4.9 eV
E_LUMO = -0.1968 Ha


[6]
C20H27AsCrN3O4Si2 as an isolated structure in a non-equilibrium geometry. Source: the OMol25 dataset; level of theory: the ωB97M-V functional and the def2-TZVPD basis.

Each line ends with the natural charge from an NBO analysis.
Positions of all 58 atoms, in Å:
Cr -1.229 2.016 1.048  1.174
O -0.954 4.479 4.084  -0.623
C -1.243 3.932 3.074  0.664
O -0.426 3.202 2.402  -0.840
C -2.657 4.036 2.401  0.668
O -3.551 4.689 2.812  -0.610
O -2.740 3.254 1.344  -0.828
N 5.563 0.118 -0.013  -0.550
C 6.642 -0.511 -0.536  0.155
C 7.973 -0.061 -0.708  -0.259
C 8.796 -0.865 -1.542  -0.217
C 8.334 -2.063 -2.087  -0.242
C 7.006 -2.460 -1.926  -0.193
C 6.151 -1.656 -1.176  0.069
N 4.753 -1.702 -1.045  -0.432
C 4.462 -0.628 -0.357  0.361
C 3.119 -0.054 -0.049  -0.033
C 2.796 0.326 1.278  -0.250
C 1.576 0.936 1.550  0.063
N 0.618 1.042 0.607  -0.491
C 0.833 0.552 -0.593  0.080
C 2.103 0.104 -0.993  -0.212
H 5.512 1.013 0.463  0.427
H 8.433 0.839 -0.151  0.222
H 9.798 -0.486 -1.777  0.213
H 8.957 -2.662 -2.760  0.214
H 6.650 -3.353 -2.411  0.223
H 3.564 0.187 2.036  0.221
H 1.422 1.485 2.523  0.253
H 0.083 0.572 -1.332  0.241
H 2.233 -0.093 -2.041  0.230
C -5.703 -0.060 -1.669  -1.138
Si -4.815 1.041 -0.456  1.473
C -5.560 1.004 1.262  -1.142
C -4.983 2.790 -1.097  -1.145
As -2.550 0.400 -0.383  -0.948
Si -2.609 -1.814 0.121  1.398
C -0.901 -2.288 0.826  -1.113
C -2.586 -2.679 -1.560  -1.130
C -3.885 -2.421 1.363  -1.124
H -6.770 0.046 -1.764  0.225
H -5.532 -1.115 -1.398  0.222
H -5.216 0.039 -2.636  0.234
H -6.589 1.352 1.296  0.223
H -4.881 1.618 1.890  0.266
H -5.528 -0.071 1.570  0.221
H -6.069 3.085 -1.151  0.220
H -4.467 2.888 -2.017  0.224
H -4.495 3.422 -0.294  0.279
H -0.174 -2.412 0.035  0.222
H -0.876 -3.267 1.340  0.221
H -0.414 -1.591 1.496  0.229
H -1.563 -2.406 -1.882  0.232
H -3.261 -2.275 -2.365  0.245
H -2.633 -3.790 -1.374  0.215
H -3.820 -1.921 2.324  0.246
H -3.763 -3.472 1.470  0.220
H -4.935 -2.292 0.924  0.230

Calculated values
total charge = -1
multiplicity = 5
frontier orbital gap (alpha / beta) = 5.6 / 5.8 eV
E_LUMO (alpha / beta) = 0.0610 / 0.0585 Ha


[7]
An isolated ion of composition C9H16P and charge +1 in a non-equilibrium geometry. Source: the OMol25 dataset; level of theory: the ωB97M-V functional and the def2-TZVPD basis.

Each line ends with the natural charge from an NBO analysis.
Positions of all 26 atoms, in Å:
C -0.448 -2.077 0.852  -0.069
C -0.453 -2.008 -0.438  -0.319
C -2.143 0.407 0.092  -0.398
C -1.376 1.237 1.132  -0.483
C -1.408 0.183 -1.229  -0.407
C -0.022 0.698 1.418  -0.439
C -0.149 -0.691 -1.103  -0.540
C 1.692 1.555 -0.843  -0.965
C 2.384 -0.846 0.568  -0.954
P 0.964 0.160 0.094  1.545
H -0.674 -2.702 1.680  0.217
H -0.683 -2.847 -1.090  0.267
H -2.369 -0.562 0.543  0.223
H -3.088 0.908 -0.122  0.240
H -1.287 2.267 0.761  0.241
H -1.966 1.283 2.051  0.251
H -2.094 -0.291 -1.932  0.247
H -1.118 1.143 -1.662  0.217
H 0.348 0.603 2.424  0.253
H 0.321 -0.800 -2.085  0.267
H 0.925 2.120 -1.369  0.260
H 2.416 1.175 -1.561  0.265
H 2.201 2.216 -0.141  0.264
H 2.107 -1.565 1.335  0.275
H 3.171 -0.191 0.938  0.269
H 2.748 -1.374 -0.315  0.273

Calculated values
total charge = +1
frontier orbital gap (alpha / beta) = 8.2 / 8.7 eV
E_LUMO (alpha / beta) = -0.1741 / -0.1551 Ha


[8]
One molecule with the formula C20H31N5O4. Source: the OMol25 dataset; level of theory: the ωB97M-V functional and the def2-TZVPD basis.

Each line ends with the natural charge from an NBO analysis.
Positions of all 60 atoms, in Å:
C 1.507 -1.468 -0.337  -0.602
C 2.465 -0.980 -1.418  -0.235
C 2.959 -2.140 -2.278  -0.607
C 3.678 -0.275 -0.812  -0.220
N 3.370 0.891 -0.012  -0.271
N 2.638 1.943 -0.575  -0.412
C 2.168 2.696 0.493  0.238
C 1.486 4.004 0.230  -0.548
C 0.572 4.316 1.405  0.696
O 0.942 4.980 2.355  -0.611
N -0.655 3.750 1.344  -0.436
C -1.115 2.590 0.561  -0.193
C -1.957 2.139 1.778  -0.241
C -1.530 0.830 2.436  -0.210
N -2.329 -0.338 2.065  -0.423
C -3.024 -1.031 3.138  -0.408
C -2.259 -0.773 0.787  0.701
O -1.642 -0.115 -0.049  -0.672
C -2.971 -2.074 0.457  -0.597
C -2.752 -2.754 -0.897  0.685
O -3.213 -3.870 -1.059  -0.628
N -2.076 -2.074 -1.841  -0.626
C -1.840 -2.632 -3.135  -0.059
C -0.589 -2.206 -3.836  -0.428
C -0.716 -3.608 -3.301  -0.414
C -1.456 3.406 2.520  -0.199
C 2.402 2.064 1.657  -0.400
C 3.145 0.842 1.359  0.615
O 3.501 -0.075 2.079  -0.639
H 2.018 -2.147 0.349  0.213
H 1.104 -0.640 0.248  0.211
H 0.659 -1.993 -0.781  0.206
H 1.938 -0.264 -2.059  0.197
H 3.495 -2.868 -1.663  0.206
H 2.127 -2.659 -2.756  0.218
H 3.638 -1.800 -3.063  0.206
H 4.203 -0.947 -0.132  0.242
H 4.378 0.013 -1.602  0.193
H 3.164 2.454 -1.275  0.383
H 2.218 4.809 0.158  0.256
H 0.930 3.946 -0.707  0.234
H -1.689 2.866 -0.324  0.203
H -0.329 1.892 0.280  0.218
H -3.031 2.134 1.597  0.216
H -0.475 0.639 2.216  0.219
H -1.621 0.929 3.518  0.208
H -3.808 -1.673 2.749  0.218
H -2.339 -1.637 3.737  0.202
H -3.495 -0.296 3.790  0.208
H -2.729 -2.834 1.200  0.253
H -4.050 -1.915 0.537  0.254
H -1.754 -1.145 -1.595  0.441
H -2.729 -2.798 -3.730  0.211
H -0.631 -2.052 -4.905  0.220
H 0.062 -1.523 -3.304  0.214
H -0.160 -3.859 -2.408  0.221
H -0.851 -4.418 -4.003  0.221
H -0.839 3.224 3.404  0.203
H -2.219 4.144 2.766  0.205
H 2.104 2.381 2.642  0.247

Calculated values
SMILES = CC(C)Cn1[nH]c(CC(=O)N2CC(CN(C)C(=O)CC(=O)NC3CC3)C2)cc1=O
frontier orbital gap = 9.1 eV
E_LUMO = 0.0174 Ha


Computed energy relative to the best compared isomer or geometry (same formula, charge and spin) (kJ/mol) in order:
116.9; 250.8; 597.0; 206.5; 108.0; 68.1; 177.0; 123.2